Density functional theory data (the ωB97M-V functional and the def2-TZVPD basis) for a structure of composition C70H64BrF5N8O4PdSe at a distorted geometry.

```
154
Properties=species:S:1:pos:R:3:lowdin_charge:R:1
Pd 0.400 -0.051 0.517 0.96
C 0.417 -6.117 -1.854 -0.05
C 1.426 -6.516 -0.781 -0.52
C 2.305 -7.662 -1.300 -0.04
C 0.671 -6.962 0.481 -0.03
C 2.296 -5.291 -0.456 -0.41
O 2.193 -4.238 -1.044 0.11
N 3.195 -5.500 0.568 0.14
C 4.160 -4.619 1.109 -0.17
C 5.300 -5.223 1.645 -0.02
C 6.345 -4.475 2.148 -0.08
C 6.277 -3.091 2.110 -0.07
C 5.139 -2.483 1.613 -0.02
C 4.047 -3.217 1.134 -0.11
C 2.837 -2.436 0.754 -0.07
C 1.634 -2.667 1.408 -0.21
C 1.378 -3.760 2.309 0.01
C 0.067 -3.705 2.633 0.01
C -0.473 -2.531 2.005 -0.21
N 0.489 -1.932 1.255 0.02
C -1.770 -2.066 2.222 -0.07
C -2.230 -0.825 1.815 -0.22
C -3.542 -0.292 2.087 0.03
C -3.507 1.019 1.766 0.01
C -2.176 1.295 1.293 -0.31
C -1.706 2.568 0.981 -0.12
C -0.498 2.832 0.343 -0.24
N 0.429 1.898 -0.015 -0.01
C 1.429 2.551 -0.678 -0.26
C 2.566 1.971 -1.220 -0.08
C 2.911 0.627 -1.051 -0.26
C 4.101 0.003 -1.556 0.02
C 4.177 -1.224 -0.983 0.01
C 3.042 -1.356 -0.116 -0.25
N 2.272 -0.237 -0.203 -0.04
C 3.560 2.837 -1.921 -0.15
C 3.711 2.757 -3.300 -0.03
C 4.689 3.490 -3.953 -0.08
C 5.552 4.287 -3.214 -0.08
C 5.417 4.382 -1.837 0.00
C 4.408 3.677 -1.182 -0.16
N 4.168 3.804 0.198 0.16
C 4.949 4.406 1.154 -0.41
O 6.119 4.684 0.985 0.08
C 4.177 4.769 2.435 -0.52
C 5.188 5.220 3.487 -0.05
C 3.343 3.601 2.973 -0.03
C 3.262 5.947 2.061 -0.03
C 1.125 3.959 -0.725 0.00
C -0.046 4.137 -0.074 0.02
C -2.539 3.707 1.470 -0.14
C -3.178 4.558 0.578 -0.03
C -3.950 5.615 1.038 -0.08
C -4.059 5.821 2.402 -0.08
C -3.425 4.984 3.310 -0.03
C -2.669 3.902 2.866 -0.16
N -1.949 3.006 3.689 0.16
C -2.200 2.266 4.848 -0.38
O -1.769 1.129 4.871 0.09
C -2.901 2.883 6.055 -0.50
C -2.661 1.967 7.259 -0.05
C -4.414 2.913 5.770 -0.03
C -2.320 4.279 6.369 -0.03
N -1.439 0.157 1.293 0.00
C -2.698 -2.874 3.069 -0.14
C -3.745 -3.571 2.474 -0.03
C -4.663 -4.272 3.240 -0.08
C -4.564 -4.233 4.623 -0.07
C -3.535 -3.530 5.226 -0.03
C -2.566 -2.879 4.467 -0.19
N -1.520 -2.141 5.064 0.18
C -0.664 -2.327 6.133 -0.40
O -0.020 -1.361 6.500 0.07
C -0.443 -3.675 6.857 -0.50
C 1.049 -3.723 7.218 -0.05
C -1.251 -3.620 8.163 -0.03
C -0.762 -4.953 6.075 -0.04
H -0.224 -6.968 -2.095 0.09
H 0.925 -5.793 -2.762 0.09
H -0.207 -5.293 -1.508 0.08
H 1.672 -8.509 -1.573 0.09
H 3.018 -8.013 -0.551 0.08
H 2.862 -7.353 -2.186 0.09
H -0.068 -7.719 0.212 0.09
H 0.147 -6.118 0.934 0.08
H 1.335 -7.398 1.231 0.08
H 3.312 -6.455 0.860 0.12
H 5.363 -6.306 1.652 0.11
H 7.212 -4.971 2.566 0.11
H 7.098 -2.489 2.477 0.11
H 5.064 -1.404 1.626 0.13
H 2.104 -4.476 2.655 0.12
H -0.501 -4.376 3.255 0.10
H -4.374 -0.857 2.475 0.12
H -4.312 1.736 1.817 0.13
H 4.796 0.449 -2.248 0.12
H 4.928 -1.981 -1.139 0.12
H 3.033 2.123 -3.861 0.12
H 4.784 3.433 -5.030 0.10
H 6.340 4.841 -3.707 0.10
H 6.091 4.995 -1.260 0.10
H 3.264 3.477 0.494 0.09
H 5.804 4.379 3.811 0.09
H 4.675 5.639 4.354 0.09
H 5.853 5.973 3.068 0.08
H 3.961 2.713 3.120 0.10
H 2.509 3.339 2.315 0.07
H 2.913 3.877 3.938 0.09
H 3.847 6.760 1.626 0.10
H 2.756 6.325 2.951 0.09
H 2.501 5.645 1.338 0.07
H 1.739 4.703 -1.209 0.12
H -0.569 5.062 0.110 0.11
H -3.077 4.357 -0.483 0.12
H -4.457 6.267 0.339 0.10
H -4.645 6.651 2.778 0.11
H -3.522 5.203 4.361 0.09
H -1.337 2.433 3.125 0.12
H -3.081 0.978 7.084 0.08
H -3.126 2.402 8.146 0.09
H -1.594 1.841 7.440 0.09
H -4.784 1.892 5.654 0.09
H -4.662 3.461 4.863 0.06
H -4.935 3.374 6.610 0.09
H -1.541 4.193 7.127 0.08
H -3.096 4.940 6.760 0.09
H -1.869 4.748 5.497 0.07
H -3.826 -3.559 1.394 0.13
H -5.462 -4.823 2.762 0.10
H -5.295 -4.743 5.238 0.11
H -3.495 -3.452 6.304 0.10
H -1.403 -1.200 4.695 0.13
H 1.336 -2.832 7.771 0.08
H 1.660 -3.768 6.314 0.09
H 1.255 -4.605 7.827 0.09
H -1.005 -2.711 8.714 0.09
H -1.006 -4.482 8.787 0.09
H -2.326 -3.629 7.980 0.07
H -0.092 -5.050 5.219 0.07
H -1.787 -5.005 5.725 0.06
H -0.590 -5.811 6.729 0.09
F -2.115 -2.834 -7.452 0.15
C -1.659 -2.337 -6.313 -0.13
C -1.087 -1.077 -6.288 -0.14
F -0.999 -0.365 -7.411 0.13
C -0.606 -0.574 -5.098 -0.27
F -0.056 0.634 -5.085 0.09
C -0.684 -1.303 -3.909 -0.51
Se 0.020 -0.563 -2.307 0.81
C -1.278 -2.558 -3.964 -0.25
F -1.399 -3.273 -2.852 0.10
C -1.759 -3.078 -5.149 -0.14
F -2.318 -4.287 -5.180 0.13
Br -2.175 0.699 -2.072 0.27
```

Output
Gap between HOMO and LUMO, eV: 5.5
HOMO energy, eV: -7.084
Relative energy (zero: lowest compared OMol25 entry of this formula, charge and spin), eV: 0.490